Molecular formula: C8H15N2S
Method: DFT, ωB97M-V/def2-TZVPD

Geometry as XYZ:
```
26
Properties=species:S:1:pos:R:3:forces:R:3
H 1.77391 -1.61382 -1.31936 0.692 0.488 0.191
H 1.25508 2.76263 0.84332 0.046 0.576 0.057
S -3.20967 -0.84893 -0.48584 -1.836 -0.720 -0.129
H -0.68508 -0.65262 2.50546 0.673 2.860 2.373
H 1.88714 2.35044 -0.96391 -1.160 -1.857 -1.493
H 1.41713 0.73555 -1.84155 0.865 -1.231 -1.152
C -0.42520 -1.09940 0.45623 -3.988 2.262 -0.510
H -0.20355 -2.32401 2.13908 -0.920 1.164 0.458
H -1.93774 -1.73302 2.04532 1.370 0.364 -0.726
H -0.51276 3.03021 0.58419 -0.790 1.772 0.143
C 0.24965 2.37417 0.86964 -0.111 -1.881 0.933
H 0.76684 0.25164 1.55016 -0.084 -0.213 -2.192
N 0.62148 0.04792 0.50395 0.552 -2.962 1.195
H 1.00684 -3.11877 -2.05774 -0.199 1.575 1.452
N -1.19422 0.87507 -0.67568 1.295 1.701 0.106
C 0.93645 -2.27039 -1.27544 0.958 -1.891 -2.283
C 1.07675 1.62765 -1.43116 -0.406 3.751 2.114
C -0.11450 -2.16855 -0.50438 -0.152 -1.012 -0.424
H 0.49417 2.26556 -2.14655 0.645 -0.759 0.380
H 1.45728 -0.49054 0.16518 -0.323 1.326 0.088
C -1.66452 -0.34615 -0.26345 3.655 0.215 1.301
H 0.08344 2.01556 1.97031 -0.165 0.451 -2.100
C 0.14498 1.29469 -0.25906 0.107 -0.849 1.622
H -0.86765 -2.91168 -0.80749 -0.204 0.500 1.097
C -0.85603 -1.42029 1.88532 -0.043 -5.468 -1.851
H -1.50021 1.36710 -1.48657 -0.476 -0.162 -0.649
```
Forces are in eV/Å.

Values from the calculation:
Charge ... +1
Energy above the lowest of the compared OMol25 structures with the same formula, charge and spin ... 164.8 kJ/mol
Gap between HOMO and LUMO (alpha / beta) ... 0.2485 / 0.2508 hartree
E_tot ... -22343.2031 eV
Spin multiplicity ... 3
<S²> ... 2.01
HOMO level (alpha / beta) ... -9.6 / -13.0 eV
Strongest force on any atom ... 5.77 eV Å⁻¹
Molar mass ... 171.3 g mol⁻¹

The computed natural (NBO) charges, all in e, follow: number 1, H, carries 0.172; number 2, H, carries 0.228; number 3, S, carries 0.378; number 4, H, carries 0.206; number 5, H, carries 0.237; number 6, H, carries 0.227; number 7, C, carries 0.105; number 8, H, carries 0.232; number 9, H, carries 0.268; number 10, H, carries 0.247; number 11, C, carries -0.629; number 12, H, carries 0.458; number 13, N, carries -0.567; number 14, H, carries 0.248; number 15, N, carries -0.630; number 16, C, carries -0.393; number 17, C, carries -0.630; number 18, C, carries -0.242; number 19, H, carries 0.251; number 20, H, carries 0.455; number 21, C, carries -0.213; number 22, H, carries 0.213; number 23, C, carries 0.330; number 24, H, carries 0.261; number 25, C, carries -0.624; number 26, H, carries 0.411

Molecular formula: C8H15N3O
Method: DFT, ωB97M-V/def2-TZVPD

Geometry as XYZ:
```
27
Properties=species:S:1:pos:R:3:forces:R:3
H -0.56809 2.44361 -0.97990 1.173 0.161 -2.106
N -2.97761 -0.86615 -0.48124 -1.785 0.888 -0.187
H 0.86495 -0.01252 -2.18899 -1.593 0.712 -1.081
C 1.66337 -1.40111 1.05670 0.177 4.297 0.663
H 1.73133 1.74029 -0.23864 -0.287 1.506 -0.747
C -0.35938 -0.37699 -0.02513 0.592 2.394 1.171
H 2.55452 -0.98868 1.57502 0.170 -0.899 -1.123
H -0.07198 -2.18748 -0.85900 -1.920 0.103 0.832
H -1.86637 2.71337 -0.02460 0.442 -0.476 0.786
H 2.39968 0.03366 -1.51558 1.029 0.013 -0.720
C 1.17914 -0.33653 0.01823 -0.987 2.058 1.844
N -2.19342 -1.76883 -0.75357 0.247 -1.009 -0.002
H 1.02777 -1.25533 1.90087 -1.108 -0.678 0.659
O -3.50017 1.18577 0.48645 2.810 0.351 -0.360
C -0.91329 2.15611 -0.04885 0.020 0.502 1.615
C -0.89148 -1.71729 -0.16757 1.231 -1.170 -1.036
H 1.51071 1.29472 1.54061 0.283 -0.052 -1.239
N -1.19019 0.68971 -0.05002 -2.950 -0.436 0.459
C -2.66799 0.35095 0.04490 4.532 -0.758 -0.324
H -4.33711 0.78790 0.62457 -2.571 -0.780 0.250
C 1.46075 -0.46724 -1.46948 2.478 -4.101 0.900
C 1.84734 1.00920 0.49928 0.508 -1.703 1.858
H 1.70523 -2.33477 0.68200 0.469 -3.274 -0.804
H -0.85843 -2.36617 0.74056 0.040 0.453 -0.278
H 1.63069 -1.61961 -1.66438 -0.312 2.309 -0.265
H 2.96478 0.82202 0.58943 -1.405 0.086 -0.239
H -0.14477 2.47139 0.70834 -1.283 -0.497 -0.525
```
Forces are in eV/Å.

Values from the calculation:
Charge ... +2
Energy above the lowest of the compared OMol25 structures with the same formula, charge and spin ... 324.9 kJ/mol
Gap between HOMO and LUMO (alpha / beta) ... 0.2885 / 0.2885 hartree
E_tot ... -15034.1745 eV
HOMO level (alpha / beta) ... -19.1 / -19.1 eV
Strongest force on any atom ... 4.88 eV Å⁻¹
Molar mass ... 169.2 g mol⁻¹

The computed natural (NBO) charges, all in e, follow: number 1, H, carries 0.252; number 2, N, carries -0.181; number 3, H, carries 0.246; number 4, C, carries -0.610; number 5, H, carries 0.220; number 6, C, carries 0.596; number 7, H, carries 0.279; number 8, H, carries 0.349; number 9, H, carries 0.268; number 10, H, carries 0.275; number 11, C, carries -0.081; number 12, N, carries 0.151; number 13, H, carries 0.225; number 14, O, carries -0.483; number 15, C, carries -0.445; number 16, C, carries -0.481; number 17, H, carries 0.235; number 18, N, carries -0.366; number 19, C, carries 0.840; number 20, H, carries 0.565; number 21, C, carries -0.626; number 22, C, carries -0.630; number 23, H, carries 0.229; number 24, H, carries 0.374; number 25, H, carries 0.241; number 26, H, carries 0.273; number 27, H, carries 0.284

Molecular formula: C8H15NO3S
Method: DFT, ωB97M-V/def2-TZVPD

Geometry as XYZ:
```
28
Properties=species:S:1:pos:R:3:forces:R:3
S -1.98916 0.10009 -0.43269 -1.519 -0.202 0.388
C 0.20487 -1.14593 -2.11830 1.654 2.020 0.118
H -0.14477 0.75024 3.32799 0.340 -0.408 -0.025
H 0.84411 1.17601 1.25327 -0.281 0.205 -0.726
C 1.89500 -0.77075 -0.48382 -1.239 -0.538 -0.766
H -1.65349 2.66403 1.62983 -0.338 -1.239 -0.522
H -0.56618 3.09857 0.43842 -0.184 -1.270 -0.516
H 1.11853 -1.26418 -2.74072 -0.705 -0.278 0.415
H 0.93379 2.09738 -1.03652 0.326 0.641 1.451
H -0.35645 -0.87812 2.34414 0.884 1.737 0.516
H 2.56949 -1.11078 -1.30099 -0.600 0.407 0.437
N -0.46418 -0.08509 0.10273 2.683 0.183 -1.410
C -0.22466 0.94275 1.16056 -0.588 -0.444 -0.352
O -2.10308 -2.63838 1.20904 -3.216 1.143 -0.226
O -0.00589 -3.53511 1.39217 0.186 -0.149 0.023
H 1.49081 -1.66213 0.00975 0.753 0.115 0.408
H -0.07959 -2.02119 -1.62422 -0.338 -1.665 0.467
H 1.67346 1.31490 -2.39238 -0.870 -0.740 1.260
H -1.58894 0.14093 2.64675 -1.502 0.571 -0.028
H -0.54981 -0.80566 -2.76065 -1.316 0.436 -0.773
O -2.01659 1.75416 -0.30683 0.311 1.395 0.293
C 0.82664 1.22683 -1.61976 -1.064 1.610 -4.548
C -1.14852 2.18283 0.74807 0.943 0.913 0.918
H 2.45664 -0.11938 0.12514 0.620 0.548 1.193
C -1.07319 -3.08862 1.30024 2.980 -1.104 0.168
C 0.58658 -0.10295 -1.02016 0.946 -1.698 0.001
C -0.55397 0.24365 2.45245 -0.194 -1.473 0.559
H -0.08142 1.53590 -2.30349 1.326 -0.716 1.275
```
Forces are in eV/Å.

Values from the calculation:
Energy above the lowest of the compared OMol25 structures with the same formula, charge and spin ... 112.5 kJ/mol
Gap between HOMO and LUMO ... 0.3145 hartree
E_tot ... -27005.6075 eV
HOMO level ... -7.9 eV
Strongest force on any atom ... 4.94 eV Å⁻¹
Molar mass ... 205.3 g mol⁻¹

The computed natural (NBO) charges, all in e, follow: number 1, S, carries 0.717; number 2, C, carries -0.610; number 3, H, carries 0.215; number 4, H, carries 0.221; number 5, C, carries -0.623; number 6, H, carries 0.188; number 7, H, carries 0.188; number 8, H, carries 0.211; number 9, H, carries 0.218; number 10, H, carries 0.219; number 11, H, carries 0.213; number 12, N, carries -0.646; number 13, C, carries -0.092; number 14, O, carries -0.492; number 15, O, carries -0.532; number 16, H, carries 0.222; number 17, H, carries 0.207; number 18, H, carries 0.225; number 19, H, carries 0.221; number 20, H, carries 0.217; number 21, O, carries -0.689; number 22, C, carries -0.664; number 23, C, carries -0.096; number 24, H, carries 0.202; number 25, C, carries 1.025; number 26, C, carries 0.135; number 27, C, carries -0.620; number 28, H, carries 0.221

> Which formula does entry 3 have?

C8H15NO3S

> Number 3 is which compound?

C8H15NO3S

> Which of these has the lowest E_tot?

C8H15NO3S